Molecular formula: C17H13HfN3O2
Method: DFT, ωB97M-V/def2-TZVPD

Values from the calculation:
* E_HOMO: -16.584 eV
* total energy: -1017.908376 Eh
* orbital gap: 8.47 eV
* spin multiplicity: 1
* charge: +2

Positions of all 36 atoms, in Å:
1 Hf 0.41 -0.27 0.22
2 O -3.44 0.84 -0.84
3 C -2.45 0.36 -0.39
4 N -1.10 0.75 -0.65
5 C -0.79 1.96 -1.33
6 O -1.49 2.57 -2.06
7 C 0.60 2.46 -0.96
8 C 1.06 3.63 -1.51
9 C 2.31 4.10 -1.11
10 C 3.04 3.38 -0.18
11 C 2.53 2.20 0.31
12 N 1.33 1.73 -0.07
13 C -2.51 -0.74 0.66
14 C -3.72 -1.33 0.95
15 C -3.77 -2.30 1.93
16 C -2.60 -2.66 2.59
17 C -1.42 -2.05 2.24
18 N -1.36 -1.10 1.28
19 H 0.44 4.15 -2.22
20 H 2.70 5.03 -1.51
21 H 4.01 3.72 0.17
22 H 3.09 1.60 1.02
23 H -4.60 -1.00 0.41
24 H -4.70 -2.78 2.19
25 H -2.59 -3.41 3.37
26 H -0.49 -2.32 2.72
27 C 0.62 -2.59 -0.51
28 C 1.68 -2.32 0.38
29 C 2.52 -1.35 -0.22
30 C 1.98 -1.02 -1.48
31 C 0.79 -1.78 -1.66
32 H -0.13 -3.36 -0.38
33 H 1.91 -2.87 1.28
34 H 3.49 -1.04 0.14
35 H 2.43 -0.39 -2.22
36 H 0.20 -1.83 -2.56